(1)
This record from the OMol25 dataset describes a cluster of 3 separate species, C20H28Cl4N2O2 in total. The level of theory is ωB97M-V with the def2-TZVPD basis set.

Values from the calculation:
Net charge: 0
Energy above the lowest of the compared OMol25 structures with the same formula, charge and spin (kcal/mol): 0.00
SMILES string: CC(=O)OCCCCCCc1cccc2nccnc12.ClCCCl.ClCCCl
Gap between HOMO and LUMO (eV): 8.684
Lowest unoccupied orbital energy (eV): 0.01

```
56
Properties=species:S:1:pos:R:3:forces:R:3
C -3.458 -2.749 1.427 0.35 0.15 -0.31
C -2.229 -3.275 0.685 0.56 -0.09 0.09
O -1.849 -4.417 0.707 -0.57 0.54 0.01
O -1.501 -2.322 -0.015 -0.85 -0.35 0.08
C -1.657 -2.454 -1.449 0.21 -0.39 -0.40
C -0.298 -2.399 -2.207 -0.30 1.59 0.93
C 0.716 -1.569 -1.342 0.38 -1.63 -0.59
C 2.063 -1.359 -2.096 -0.47 0.54 -0.86
C 2.530 0.123 -2.242 0.99 -0.47 0.41
C 2.221 1.037 -1.025 -1.14 0.68 -0.67
C 1.051 2.006 -1.321 0.23 -0.01 0.10
C 0.092 1.737 -2.264 -0.41 0.31 -0.19
C -0.967 2.673 -2.549 0.88 -0.37 0.43
C -1.003 3.846 -1.858 -0.65 0.41 -0.27
C -0.060 4.177 -0.832 -1.03 -0.44 -1.24
N -0.223 5.371 -0.185 1.41 -1.08 0.64
C 0.691 5.512 0.750 0.05 0.90 0.51
C 1.746 4.589 1.044 -0.22 -0.02 -0.22
N 1.914 3.465 0.386 -0.63 0.79 0.19
C 0.965 3.242 -0.573 0.44 -0.58 -0.05
H -3.613 -1.672 1.275 0.24 -0.40 0.09
H -4.347 -3.268 1.036 0.35 -0.01 0.30
H -3.326 -2.955 2.499 -0.23 -0.04 -0.43
H -2.316 -1.623 -1.761 0.31 -0.35 0.02
H -2.152 -3.418 -1.649 0.05 0.39 -0.05
H 0.093 -3.389 -2.473 -0.14 0.32 0.05
H -0.486 -1.763 -3.095 0.15 -0.75 -0.02
H 0.191 -0.645 -1.068 0.48 -0.22 0.22
H 0.933 -2.210 -0.472 -0.33 0.76 0.06
H 1.912 -1.740 -3.127 0.23 0.09 0.41
H 2.892 -1.965 -1.692 -0.48 0.23 0.18
H 2.184 0.542 -3.201 -0.09 0.01 0.55
H 3.634 0.085 -2.341 -0.73 0.08 -0.03
H 1.900 0.465 -0.136 0.45 0.07 -0.34
H 3.079 1.659 -0.739 -0.18 -0.39 -0.05
H 0.145 0.803 -2.830 -0.08 0.37 0.16
H -1.714 2.465 -3.320 0.32 0.00 0.30
H -1.794 4.564 -2.104 0.39 -0.12 0.33
H 0.654 6.436 1.344 -0.02 -0.36 -0.23
H 2.443 4.834 1.851 -0.17 -0.11 -0.29
Cl -3.860 -1.058 4.535 0.00 0.07 0.04
C -5.384 -0.171 4.791 -0.06 0.06 0.11
C -6.513 -0.721 3.954 -0.10 -0.01 0.11
Cl -6.278 -0.404 2.216 0.01 -0.02 -0.02
H -5.202 0.880 4.577 0.03 -0.06 -0.08
H -5.630 -0.266 5.849 -0.03 -0.06 -0.04
H -7.449 -0.241 4.239 0.05 0.05 0.00
H -6.623 -1.795 4.089 0.09 0.02 -0.05
Cl 5.929 -0.496 -1.575 0.22 -0.01 0.04
C 6.400 -1.239 -0.025 0.16 -0.13 0.02
C 5.197 -1.628 0.794 0.01 -0.16 0.11
Cl 4.313 -0.203 1.383 -0.02 0.02 0.07
H 7.040 -0.537 0.505 -0.10 0.05 -0.02
H 6.989 -2.125 -0.261 -0.07 -0.01 -0.02
H 5.511 -2.195 1.669 0.06 0.05 -0.02
H 4.504 -2.241 0.221 0.01 0.08 -0.04
```
Positions in Å, forces in eV/Å.

(2)
This record from the OMol25 dataset describes a structure of composition C5H8N2O. The level of theory is ωB97M-V with the def2-TZVPD basis set.

Values from the calculation:
Net charge: 0
Energy above the lowest of the compared OMol25 structures with the same formula, charge and spin (kcal/mol): 122.52
Gap between HOMO and LUMO (alpha / beta) (eV): 7.159 / 8.309
Lowest unoccupied orbital energy (alpha / beta) (eV): -1.17 / -0.85

```
16
Properties=species:S:1:pos:R:3:forces:R:3
C -0.791 -0.315 -0.801 0.16 0.08 0.25
C -0.203 0.945 -0.420 -0.71 0.02 -0.03
C -0.341 1.440 0.978 0.06 -0.09 -0.10
C 0.750 -1.143 -0.547 0.27 1.15 -0.37
O -1.800 -0.879 -0.021 0.29 -0.02 -0.04
N 0.786 -1.988 0.463 -0.32 0.07 0.58
C 1.679 0.134 -0.321 0.77 -0.77 0.09
N 2.690 0.685 -0.154 -0.58 -0.04 -0.06
H -1.535 -0.871 0.907 0.02 0.03 -0.03
H -1.085 -0.411 -1.840 0.11 -0.05 0.01
H 0.046 1.650 -1.203 0.11 -0.08 0.00
H -0.091 -2.512 0.506 0.12 -0.19 -0.23
H 1.049 -1.399 -1.569 -0.33 -0.08 -0.06
H -1.381 1.727 1.164 0.03 -0.01 0.00
H 0.314 2.287 1.165 -0.02 -0.02 -0.01
H -0.086 0.649 1.694 0.02 -0.02 0.00
```
Positions in Å, forces in eV/Å.

(3)
This record from the OMol25 dataset describes a structure of composition C3H3ORu. The level of theory is ωB97M-V with the def2-TZVPD basis set.

Values from the calculation:
Net charge: +1
Energy above the lowest of the compared OMol25 structures with the same formula, charge and spin (kcal/mol): 3.37
Spin multiplicity: 7
Gap between HOMO and LUMO (alpha / beta) (eV): 7.152 / 6.569
Lowest unoccupied orbital energy (alpha / beta) (eV): -5.75 / -8.10

```
8
Properties=species:S:1:pos:R:3:forces:R:3
C 0.452 -0.930 -1.281 1.39 1.57 -0.31
C 1.116 0.096 -1.232 -0.97 -1.77 -0.64
H -0.002 -1.886 -1.485 -0.06 0.37 0.41
H 1.786 0.901 -1.493 -0.32 -0.09 0.50
C -0.683 0.629 0.845 0.02 -2.85 0.36
O -0.411 -0.344 1.615 -0.16 0.98 -2.38
Ru -0.846 1.077 3.019 -0.29 1.34 1.77
H -1.412 0.458 0.012 0.40 0.43 0.29
```
Positions in Å, forces in eV/Å.

(4)
This record from the OMol25 dataset describes an isolated molecule of C5H7NO2. The level of theory is ωB97M-V with the def2-TZVPD basis set.

Values from the calculation:
Net charge: 0
Energy above the lowest of the compared OMol25 structures with the same formula, charge and spin (kcal/mol): 95.13
SMILES string: C1=NO[C@@H]2COC[C@@H]12
Gap between HOMO and LUMO (eV): 10.703
Lowest unoccupied orbital energy (eV): 0.91

```
15
Properties=species:S:1:pos:R:3:forces:R:3
C -1.119 1.157 0.546 -2.33 -1.40 -1.21
C -0.701 -1.271 0.642 0.15 0.47 -2.67
C 0.576 -0.517 0.148 0.41 -0.36 1.82
C 1.686 -0.526 -0.905 -1.94 3.26 -0.35
C -0.119 0.675 -0.399 0.62 1.16 -1.77
H -1.909 1.771 -0.037 0.98 -1.10 1.49
H -0.746 1.649 1.408 0.29 0.51 0.82
H -0.399 -1.782 1.494 -0.16 -0.82 1.87
H -1.117 -2.011 -0.071 -0.01 0.60 0.20
H 1.096 -0.370 1.180 -0.50 0.60 -1.73
H 2.332 -1.190 -1.350 1.21 -1.98 -0.37
H -0.673 0.395 -1.363 0.70 -0.09 1.14
N 1.833 0.681 -1.402 0.26 -1.62 1.10
O -1.664 -0.206 0.901 0.34 0.64 0.15
O 0.922 1.545 -0.791 -0.01 0.15 -0.48
```
Positions in Å, forces in eV/Å.

(5)
This record from the OMol25 dataset describes a structure of composition C5H7N. The level of theory is ωB97M-V with the def2-TZVPD basis set.

Values from the calculation:
Net charge: 0
Energy above the lowest of the compared OMol25 structures with the same formula, charge and spin (kcal/mol): 69.75
Gap between HOMO and LUMO (eV): 10.517
Lowest unoccupied orbital energy (eV): 1.15

```
13
Properties=species:S:1:pos:R:3:forces:R:3
C -1.923 0.373 -0.224 -0.08 0.28 -0.27
C 0.192 -0.945 0.708 0.38 -0.36 0.47
C 0.400 -0.277 -0.627 -0.06 -0.03 -0.03
C 1.711 0.121 0.090 0.34 0.25 -0.13
N 1.103 -0.338 1.376 0.18 -0.74 -0.04
C -0.668 0.776 -0.396 -0.41 0.01 -0.02
H -2.204 -0.634 -0.532 -0.03 0.11 0.21
H -2.671 0.953 0.300 -0.11 0.26 -0.45
H -0.600 -1.602 1.066 0.12 0.14 0.12
H 0.382 -0.785 -1.599 0.02 0.07 0.30
H 2.055 1.157 0.010 -0.15 -0.03 0.21
H 2.543 -0.558 -0.104 -0.02 0.22 -0.30
H -0.320 1.758 -0.068 -0.18 -0.17 -0.07
```
Positions in Å, forces in eV/Å.

(6)
This record from the OMol25 dataset describes an isolated molecule of C6H8N2. The level of theory is ωB97M-V with the def2-TZVPD basis set.

Values from the calculation:
Net charge: 0
Energy above the lowest of the compared OMol25 structures with the same formula, charge and spin (kcal/mol): 167.21
SMILES string: CC1=NN=C[C@@H]2C[C@@H]12
Gap between HOMO and LUMO (eV): 8.712
Lowest unoccupied orbital energy (eV): 0.22

```
16
Properties=species:S:1:pos:R:3:forces:R:3
C -2.361 -0.422 0.059 0.99 1.69 1.28
C -0.845 0.181 0.147 -7.05 1.72 0.50
C 1.408 1.413 -0.056 -1.46 2.61 -0.12
C 1.507 0.122 0.569 -0.95 -3.20 0.94
C 1.512 -1.307 -0.141 -5.94 3.26 6.22
C 0.298 -0.395 -0.303 3.76 -2.10 -1.64
H -3.055 0.503 0.336 1.43 -2.20 0.44
H -2.632 -0.379 -1.038 0.48 -1.43 1.02
H -2.412 -1.424 0.764 -0.44 2.60 -2.37
H 2.320 1.811 -0.377 0.90 1.63 -0.67
H 1.461 -0.024 1.761 -0.50 0.63 -2.86
H 1.107 -2.115 0.470 1.08 0.11 0.80
H 2.042 -1.660 -0.854 3.49 -1.47 -5.21
H 0.259 0.008 -1.354 0.98 0.14 0.50
N -0.847 1.530 0.156 -2.50 -2.65 1.52
N 0.236 2.158 -0.138 5.73 -1.34 -0.33
```
Positions in Å, forces in eV/Å.